{"formula": "C4H14NOSi", "method": "ωB97M-V/def2-TZVPD", "total_charge": 1, "total_energy_ev": -15782.6434, "homo_energy_ha": -0.545, "symbols": ["C", "C", "C", "C", "N", "O", "Si", "H", "H", "H", "H", "H", "H", "H", "H", "H", "H", "H", "H", "H", "H"], "positions_angstrom": [[1.854788, 1.197639, 0.555888], [-2.730725, -0.642036, 0.444092], [0.926370, -0.017369, 0.647701], [-0.465839, 0.363809, 0.218765], [-0.475097, 0.854443, -1.204525], [-1.364475, -0.877223, 0.201367], [1.578416, -1.576484, -0.305203], [2.092226, 1.465167, -0.471100], [1.432594, 2.062895, 1.062107], [2.793891, 0.966267, 1.045857], [-3.233095, -0.190483, -0.416286], [-2.889729, -0.022045, 1.329031], [-3.159675, -1.623317, 0.624326], [0.851131, -0.295501, 1.700261], [-0.945863, 1.115467, 0.852424], [0.008252, 1.754355, -1.278795], [0.032322, 0.138395, -1.755561], [-1.435943, 0.934856, -1.554790], [1.382422, -1.219995, -1.737247], [0.750741, -2.716831, 0.051897], [2.997295, -1.672019, -0.010212]], "atomic_forces_ev_per_a": [[0.03, -0.26, 0.05], [-0.43, 0.14, 0.14], [-0.03, -0.28, -0.26], [-2.33, -2.82, 0.57], [0.03, -0.20, -0.09], [2.89, 2.48, -0.17], [-0.50, 0.83, 0.30], [0.11, 0.11, -0.19], [-0.06, 0.17, 0.05], [0.17, 0.05, 0.00], [-0.07, 0.03, -0.03], [0.01, 0.01, 0.01], [-0.13, 0.02, -0.03], [-0.13, -0.09, 0.01], [0.07, 0.07, -0.18], [-0.08, -0.09, -0.15], [-0.17, 0.34, 0.00], [0.23, 0.04, 0.04], [0.04, -0.10, -0.11], [0.04, -0.32, 0.00], [0.32, -0.14, 0.02]]}

{"formula": "C3H8NO", "method": "ωB97M-V/def2-TZVPD", "total_charge": 1, "total_energy_ev": -6768.7600, "homo_energy_ha": -0.544, "symbols": ["C", "C", "C", "N", "O", "H", "H", "H", "H", "H", "H", "H", "H"], "positions_angstrom": [[-0.335403, 1.477003, -0.405060], [-0.241236, 0.006499, 0.445936], [1.314671, -1.564282, -0.246842], [-1.508354, 0.749008, 0.243220], [-0.025633, -1.080468, -0.222883], [-0.102065, 2.390225, 0.030375], [-0.232424, 1.390756, -1.467897], [0.131754, 0.118062, 1.394461], [1.836701, -1.246845, -1.132513], [1.277773, -2.695382, 0.040980], [1.848043, -1.029331, 0.646508], [-1.817704, 1.059985, 1.160324], [-2.146125, 0.424770, -0.486608]], "atomic_forces_ev_per_a": [[0.10, -3.67, 2.07], [-0.05, 4.21, -3.56], [1.17, -0.64, 3.71], [1.13, -0.47, -1.04], [-1.27, -1.42, -1.23], [0.40, 1.34, 0.87], [-0.50, -0.29, -0.30], [0.71, 0.17, 2.40], [-0.05, -0.40, -0.54], [0.22, 2.14, -1.15], [-0.56, -1.12, -1.51], [-0.85, 0.40, -0.54], [-0.46, -0.26, 0.83]]}

{"formula": "C34H45As3Br2CrN2O3S", "method": "ωB97M-V/def2-TZVPD", "total_charge": 1, "total_energy_ev": -406962.7413, "spin_multiplicity": 2, "homo_energy_ha": [-0.378, -0.380], "symbols": ["Cr", "Br", "C", "C", "C", "Br", "C", "C", "C", "C", "N", "C", "C", "O", "H", "H", "H", "H", "C", "As", "C", "C", "C", "C", "C", "As", "C", "C", "C", "As", "C", "C", "H", "H", "H", "H", "H", "H", "H", "H", "H", "H", "H", "H", "H", "H", "H", "H", "H", "H", "H", "H", "H", "H", "H", "H", "H", "H", "H", "N", "S", "C", "C", "C", "C", "C", "C", "C", "C", "C", "C", "C", "C", "H", "H", "H", "H", "H", "H", "H", "H", "H", "H", "H", "C", "O", "C", "O", "H", "H", "H"], "positions_angstrom": [[-0.116176, 0.044336, -0.276085], [-2.684623, 3.945114, 1.606009], [-1.727507, 3.819404, -0.001044], [-1.582401, 4.982299, -0.796666], [-0.883203, 4.960781, -1.968027], [-0.725734, 6.534034, -2.986069], [-0.270101, 3.755300, -2.409474], [0.490365, 3.604392, -3.592829], [1.035280, 2.390406, -3.900101], [0.830853, 1.307523, -3.022634], [0.128098, 1.414239, -1.921639], [-0.429267, 2.620079, -1.602257], [-1.164215, 2.626846, -0.377940], [-1.261357, 1.493375, 0.292185], [-2.036366, 5.903385, -0.458128], [0.634521, 4.457376, -4.242188], [1.618130, 2.242847, -4.797811], [1.246744, 0.331356, -3.246920], [2.996149, 2.285136, -0.491782], [1.886418, 1.253332, 0.712277], [1.365099, 2.628061, 1.960501], [3.126181, 0.230897, 1.806512], [3.753019, -1.034700, 1.215914], [4.532172, -0.691645, -0.057324], [2.700610, -2.120536, 0.946223], [1.450532, -1.889573, -0.539425], [0.482719, -3.560485, -0.386047], [2.496021, -2.281136, -2.125753], [4.798199, -1.592657, 2.207680], [4.502653, -2.077340, 4.105273], [2.605170, -2.544372, 4.229583], [4.369907, -0.293034, 4.905869], [3.885424, 2.613116, 0.046420], [2.430921, 3.158593, -0.818669], [3.288784, 1.708554, -1.364701], [2.261229, 3.018986, 2.443025], [0.687246, 2.194062, 2.690524], [0.856001, 3.425770, 1.421541], [2.557636, -0.000325, 2.707348], [3.918018, 0.933399, 2.086509], [3.894833, -0.325705, -0.863580], [5.068311, -1.562737, -0.438508], [5.270595, 0.086752, 0.146154], [2.057496, -2.258982, 1.816616], [3.201715, -3.076535, 0.764402], [1.200783, -4.380840, -0.379424], [-0.180632, -3.669682, -1.243314], [-0.100017, -3.553083, 0.532174], [3.338858, -2.911685, -1.846767], [2.869025, -1.382120, -2.610387], [1.863442, -2.825018, -2.826973], [5.623228, -0.875098, 2.282067], [5.237655, -2.489799, 1.762742], [2.415013, -3.497447, 3.737153], [1.937871, -1.784297, 3.826945], [2.397793, -2.668484, 5.292693], [5.264751, 0.276855, 4.655983], [4.341604, -0.417305, 5.987756], [3.486999, 0.262513, 4.593203], [-1.474714, -0.995718, -1.231454], [-2.685021, -0.168887, -1.931210], [-3.596045, -1.386707, -2.855031], [-4.984524, -1.374904, -2.863304], [-5.656908, -2.277846, -3.674952], [-4.949311, -3.175076, -4.460178], [-3.561715, -3.173330, -4.442463], [-2.873726, -2.274490, -3.642775], [-3.845045, 0.365522, -0.708904], [-4.535725, 1.536975, -0.987502], [-5.456178, 2.005148, -0.061026], [-5.646836, 1.317259, 1.127989], [-4.924576, 0.161956, 1.400084], [-4.015206, -0.330756, 0.477708], [-1.785239, -1.845002, -0.762464], [-5.540578, -0.687792, -2.242208], [-6.738267, -2.278317, -3.683933], [-5.478364, -3.882232, -5.084435], [-3.010760, -3.872985, -5.056423], [-1.792372, -2.268349, -3.624156], [-4.353624, 2.080955, -1.906999], [-6.007680, 2.914529, -0.256631], [-6.352576, 1.689447, 1.858699], [-5.064297, -0.359995, 2.337233], [-3.425826, -1.206794, 0.712478], [-0.774383, -0.556961, 3.896923], [-0.138520, -0.163059, 2.668151], [-0.532672, -0.829824, 1.535177], [-1.265146, -1.798408, 1.654431], [-0.193900, -0.094953, 4.691993], [-0.787246, -1.637214, 4.014383], [-1.795476, -0.176682, 3.911967]], "atomic_forces_ev_per_a": [[-0.56, 0.37, 0.12], [-0.04, -0.08, 0.11], [-0.01, 0.45, -0.16], [-0.03, -0.13, 0.09], [0.05, -0.27, 0.08], [0.02, 0.13, -0.08], [-0.05, 0.24, -0.13], [-0.03, 0.08, 0.04], [-0.05, -0.17, 0.10], [-0.02, 0.07, -0.26], [0.07, -0.01, 0.21], [0.08, -0.22, -0.02], [0.00, -0.43, -0.01], [0.42, 0.19, -0.02], [-0.01, -0.01, 0.01], [0.00, 0.00, 0.00], [0.00, 0.02, -0.01], [0.01, 0.01, 0.05], [0.13, 0.11, 0.03], [-0.22, -0.24, -0.09], [0.06, 0.04, 0.07], [0.10, 0.13, 0.03], [0.05, -0.01, 0.07], [0.02, 0.03, -0.11], [0.03, -0.12, -0.10], [-0.11, 0.17, 0.31], [0.13, -0.07, 0.00], [0.07, -0.08, -0.14], [0.02, 0.00, -0.05], [0.07, -0.06, 0.07], [-0.06, -0.06, 0.04], [-0.02, 0.05, 0.03], [0.03, 0.05, -0.09], [0.00, 0.00, 0.01], [0.02, 0.00, -0.01], [-0.05, 0.06, 0.03], [0.00, 0.01, 0.00], [0.00, 0.01, 0.02], [-0.01, -0.03, -0.05], [0.00, -0.04, 0.04], [-0.08, 0.00, 0.02], [-0.01, -0.03, 0.03], [0.01, -0.02, 0.02], [0.04, 0.01, -0.08], [0.01, 0.01, -0.01], [-0.06, -0.03, 0.00], [0.00, 0.00, 0.00], [-0.01, 0.00, -0.02], [0.01, -0.03, -0.07], [0.03, 0.01, 0.03], [0.00, 0.02, -0.01], [-0.01, 0.00, -0.03], [-0.02, 0.00, -0.02], [-0.01, 0.00, 0.02], [-0.05, 0.04, 0.05], [-0.04, 0.00, -0.01], [0.00, 0.02, 0.01], [0.01, 0.02, 0.01], [0.02, 0.00, 0.03], [-0.06, -0.05, -0.13], [0.47, 0.06, -0.01], [-0.23, -0.06, 0.02], [0.04, -0.09, -0.05], [0.01, 0.00, 0.01], [-0.03, 0.00, 0.01], [0.06, -0.01, 0.01], [-0.03, 0.00, -0.02], [-0.08, -0.02, 0.09], [-0.01, 0.01, 0.05], [0.00, 0.01, 0.00], [0.00, -0.03, 0.03], [0.01, -0.04, -0.01], [-0.07, 0.09, 0.03], [-0.06, 0.00, 0.04], [0.01, 0.02, 0.00], [0.00, -0.02, 0.00], [-0.01, 0.01, -0.01], [0.00, 0.00, 0.01], [0.03, 0.02, 0.01], [0.01, -0.02, -0.02], [0.01, 0.01, -0.02], [-0.01, 0.01, -0.01], [-0.01, 0.01, 0.01], [0.03, -0.04, -0.04], [0.06, 0.10, -0.02], [0.12, -0.11, -0.20], [-0.23, 0.03, 0.08], [0.02, -0.05, -0.08], [-0.03, 0.01, 0.01], [0.02, -0.03, -0.03], [-0.02, -0.04, 0.02]]}

{"formula": "C9H36N14O10", "method": "ωB97M-V/def2-TZVPD", "total_charge": 0, "total_energy_ev": -51260.7420, "homo_energy_ha": -0.332, "symbols": ["C", "C", "O", "O", "H", "H", "H", "H", "H", "H", "C", "O", "N", "N", "H", "H", "H", "H", "C", "O", "N", "N", "H", "H", "H", "H", "C", "O", "N", "N", "H", "H", "H", "H", "C", "O", "N", "N", "H", "H", "H", "H", "C", "O", "N", "N", "H", "H", "H", "H", "C", "O", "N", "N", "H", "H", "H", "H", "C", "O", "N", "N", "H", "H", "H", "H", "O", "H", "H"], "positions_angstrom": [[-2.241999, -1.490190, 2.903620], [-1.511853, -2.792781, 3.230088], [-0.172837, -2.899465, 2.743573], [-1.763482, -0.408983, 3.689286], [-3.292105, -1.641249, 3.152275], [-2.066742, -1.327820, 1.830885], [-2.083507, -3.657905, 2.873321], [-1.450852, -2.867996, 4.319562], [-0.253903, -2.655288, 1.803689], [-0.813698, -0.492982, 3.543123], [1.891721, -2.388755, 0.189096], [0.658767, -2.531734, 0.061840], [2.773898, -3.358589, -0.138146], [2.404517, -1.266205, 0.729189], [3.722468, -3.041259, -0.230496], [2.494023, -4.278937, -0.416084], [1.838885, -0.466108, 0.973463], [3.402506, -1.214314, 0.835172], [-0.123881, 1.009674, 0.111159], [0.649887, 0.810453, 1.053142], [-0.465152, 0.015656, -0.759994], [-0.523572, 2.246553, -0.321427], [-1.068601, 0.270906, -1.521085], [0.011055, -0.867465, -0.681396], [-0.188094, 3.006738, 0.262484], [-1.321817, 2.402310, -0.905794], [-2.092985, -2.046572, -5.167566], [-3.101112, -2.365762, -4.533233], [-1.636353, -0.780597, -5.140845], [-1.353344, -2.941699, -5.873431], [-2.099954, -0.198805, -4.450299], [-0.876844, -0.485063, -5.723761], [-0.470193, -2.758692, -6.313147], [-1.587906, -3.918244, -5.858154], [3.160066, 1.598488, 3.423395], [4.109041, 1.578191, 4.206682], [2.738877, 2.702794, 2.754127], [2.362451, 0.500553, 3.213188], [3.332539, 3.507623, 2.858465], [1.825071, 2.841402, 2.368520], [1.687297, 0.742514, 2.480656], [2.636976, -0.413075, 3.515714], [3.179947, 2.141278, -2.261276], [4.018239, 2.238752, -3.158660], [2.823962, 3.166764, -1.452922], [2.498024, 0.986294, -2.018709], [3.358367, 4.012142, -1.530770], [2.276703, 2.917387, -0.649846], [2.680903, 0.207754, -2.623309], [1.761791, 0.956939, -1.339524], [-0.252750, 5.027265, 2.328360], [0.351737, 4.557548, 1.349842], [-0.481679, 6.330555, 2.498749], [-0.692590, 4.252023, 3.358564], [-0.185747, 6.897484, 1.718037], [-1.092772, 6.745812, 3.173397], [-0.452531, 3.276232, 3.388567], [-1.138333, 4.652077, 4.160934], [-2.576963, -3.657424, -1.105173], [-3.712508, -4.071949, -1.341520], [-1.842233, -2.984191, -2.048783], [-1.881212, -3.994736, -0.001871], [-0.952127, -2.636347, -1.744511], [-2.271845, -2.787330, -2.952999], [-2.340164, -4.605289, 0.651837], [-1.067537, -3.489789, 0.331073], [-3.350030, 0.584902, -3.268559], [-4.051318, 0.432070, -2.622552], [-3.746590, 1.166457, -3.929233]], "atomic_forces_ev_per_a": [[0.44, -0.88, 0.08], [-0.09, -0.48, 0.81], [-0.78, 0.83, -0.36], [0.33, -0.29, -0.50], [-0.06, 0.18, -0.32], [-0.49, 0.34, -0.04], [-0.18, 0.17, -0.03], [0.01, -0.09, -0.05], [0.75, -0.09, 0.24], [0.27, 0.53, 0.36], [-0.98, 0.18, 0.65], [0.18, 0.01, -0.34], [0.50, 0.65, 0.01], [0.99, -0.81, -0.50], [0.18, -0.63, -0.06], [-0.17, 0.08, -0.15], [-0.34, -0.07, -0.18], [-0.02, 0.27, 0.16], [-0.24, -0.29, -2.23], [-0.47, 0.75, 0.05], [-0.14, 0.82, 0.78], [0.77, 0.05, 1.54], [0.08, -0.46, -0.26], [-0.36, -0.53, 0.17], [-0.40, 0.31, 0.01], [-0.04, -0.17, -0.14], [-0.61, -0.54, 0.52], [0.49, -0.14, -0.53], [0.12, 0.45, 0.03], [0.33, -0.75, -0.59], [0.23, 0.05, -0.36], [0.05, 0.22, 0.18], [-0.02, 0.46, 0.14], [-0.44, 0.13, 0.21], [0.40, -1.38, 1.88], [-0.21, 0.37, -0.93], [0.70, 0.89, -0.18], [-0.50, 1.78, -0.85], [-0.19, 0.05, 0.08], [-0.13, -0.14, -0.22], [0.16, -1.41, 0.65], [-0.08, -0.02, -0.03], [0.84, -0.05, -1.24], [-0.54, -0.08, 0.61], [-0.19, -0.12, 0.02], [0.10, -0.14, 0.05], [-0.07, 0.00, 0.29], [0.07, 0.66, 0.32], [-0.08, -0.01, 0.05], [-0.05, -0.25, -0.14], [0.33, -1.67, 0.39], [-0.36, 0.33, 0.56], [0.33, 1.50, -1.10], [-0.01, -0.30, -0.23], [-0.16, 0.09, 0.21], [-0.06, -0.20, 0.16], [-0.07, 0.02, -0.09], [0.03, -0.02, 0.11], [-0.80, -0.71, -1.99], [0.56, 0.35, 0.50], [-0.23, 0.19, 0.57], [0.45, -0.15, 1.67], [0.20, 0.01, -0.41], [0.01, 0.11, 0.46], [-0.15, 0.18, -0.06], [-0.18, -0.36, -0.60], [-0.09, 0.56, 0.20], [0.12, -0.26, -0.14], [-0.03, -0.07, 0.10]]}

Copy entry 2 word for word.
{"formula": "C3H8NO", "method": "ωB97M-V/def2-TZVPD", "total_charge": 1, "total_energy_ev": -6768.7600, "homo_energy_ha": -0.544, "symbols": ["C", "C", "C", "N", "O", "H", "H", "H", "H", "H", "H", "H", "H"], "positions_angstrom": [[-0.335403, 1.477003, -0.405060], [-0.241236, 0.006499, 0.445936], [1.314671, -1.564282, -0.246842], [-1.508354, 0.749008, 0.243220], [-0.025633, -1.080468, -0.222883], [-0.102065, 2.390225, 0.030375], [-0.232424, 1.390756, -1.467897], [0.131754, 0.118062, 1.394461], [1.836701, -1.246845, -1.132513], [1.277773, -2.695382, 0.040980], [1.848043, -1.029331, 0.646508], [-1.817704, 1.059985, 1.160324], [-2.146125, 0.424770, -0.486608]], "atomic_forces_ev_per_a": [[0.10, -3.67, 2.07], [-0.05, 4.21, -3.56], [1.17, -0.64, 3.71], [1.13, -0.47, -1.04], [-1.27, -1.42, -1.23], [0.40, 1.34, 0.87], [-0.50, -0.29, -0.30], [0.71, 0.17, 2.40], [-0.05, -0.40, -0.54], [0.22, 2.14, -1.15], [-0.56, -1.12, -1.51], [-0.85, 0.40, -0.54], [-0.46, -0.26, 0.83]]}